1.
ORCA calculation (the ωB97M-V functional and the def2-TZVPD basis) on a single C3H6FNO2 molecule at a distorted geometry.

Structure (XYZ):
```
13
Properties=species:S:1:pos:R:3:nbo_charge:R:1
C -0.5452 -1.1182 -0.6931 -0.44
C -1.1439 -0.2514 0.1175 0.24
O -2.4301 -0.2611 0.6485 -0.69
C -0.2416 0.9219 0.5051 0.42
F -0.4060 1.7262 -0.6098 -0.37
O 1.1215 0.6782 0.7300 -0.44
N 2.1587 -0.2737 0.0481 -0.53
H -1.0812 -1.9557 -1.1964 0.20
H 0.4902 -1.1296 -0.8952 0.24
H -2.9595 0.4397 0.2110 0.49
H -0.4632 1.4034 1.3635 0.17
H 2.9896 -0.4166 0.5809 0.36
H 2.5107 0.2369 -0.8101 0.35
```

Summary:
SMILES: C=C(O)[C@H](F)ON
Charge: 0
LUMO level, eV: 0.73
Spin multiplicity: 1
HOMO, eV: -9.5716
Kohn-Sham gap, eV: 10.298

***

2.
ORCA calculation (the ωB97M-V functional and the def2-TZVPD basis) on a molecular structure, C3H6HgO4 at a distorted geometry.

Structure (XYZ):
```
14
Properties=species:S:1:pos:R:3:nbo_charge:R:1
H 0.3744 5.9513 -5.4045 -0.01
O 1.5891 4.5591 -6.1441 -0.74
H 1.3166 4.8182 -7.0277 0.48
C 1.9490 3.0595 -6.1697 -0.08
C 2.5073 2.6770 -4.8182 -0.09
O 2.8073 1.2874 -4.8535 -0.51
C 3.3037 0.7175 -3.7437 0.96
O 3.5450 1.4147 -2.7275 -0.78
O 3.3604 -0.5367 -3.7414 -0.74
H 1.0404 2.4827 -6.4017 0.18
H 2.6917 2.8772 -6.9614 0.18
H 1.7727 2.8877 -4.0260 0.20
H 3.4187 3.2536 -4.6030 0.20
Hg 4.3324 -0.7304 -1.4483 0.76
```

Summary:
Charge: 0
Expectation value of S²: 2.01
LUMO level (alpha / beta), eV: 0.09 / -3.40
Spin multiplicity: 3
HOMO (alpha / beta), eV: -9.1625 / -9.7008
Kohn-Sham gap (alpha / beta), eV: 9.252 / 6.300

***

3.
ORCA calculation (the ωB97M-V functional and the def2-TZVPD basis) on a molecular structure, C3H6I2NO at a distorted geometry.

Structure (XYZ):
```
13
Properties=species:S:1:pos:R:3:nbo_charge:R:1
C 1.7859 1.9918 -0.7577 0.40
C -1.5711 -1.2038 0.1240 -0.44
C 0.2919 0.2765 0.5870 -0.44
N -0.2609 -0.6572 -0.3208 -0.61
O 1.3689 2.1570 -1.8220 -0.43
I 3.2333 2.5293 0.5111 0.39
I 1.7697 -0.4451 1.9302 0.26
H -2.1568 -1.3123 -0.7764 0.22
H -1.5486 -2.1712 0.7215 0.25
H -2.0229 -0.4173 0.8538 0.25
H -0.5113 1.0786 0.9086 0.25
H -0.6639 -0.3179 -1.2850 0.45
H 0.2858 -1.5084 -0.6744 0.46
```

Summary:
Charge: +1
LUMO level (alpha / beta), eV: -4.89 / -4.57
Spin multiplicity: 1
HOMO (alpha / beta), eV: -11.6319 / -12.1435
Kohn-Sham gap (alpha / beta), eV: 6.741 / 7.575

***

4.
ORCA calculation (the ωB97M-V functional and the def2-TZVPD basis) on a molecular structure, C3H6I3N at a distorted geometry.

Structure (XYZ):
```
13
Properties=species:S:1:pos:R:3:nbo_charge:R:1
C -0.5800 -1.0617 1.5558 -0.44
C 0.2518 1.2451 -1.2113 -0.55
C 0.0097 0.0098 -0.5113 -0.18
N -0.1997 0.1889 0.9692 -0.54
I -0.4890 1.0726 -3.2391 0.07
I 1.5270 -1.4638 -1.2448 0.01
I 1.6083 0.8326 1.7738 0.27
H -0.3858 -1.0871 2.6952 0.22
H -1.7041 -1.2048 1.3316 0.21
H -0.0416 -1.8388 1.0866 0.20
H -0.3617 2.1182 -1.0074 0.25
H 1.2719 1.5712 -1.2391 0.24
H -0.9069 -0.3824 -0.9592 0.23
```

Summary:
Charge: 0
LUMO level, eV: -0.53
Spin multiplicity: 1
HOMO, eV: -9.0728
Kohn-Sham gap, eV: 8.542

***

5.
ORCA calculation (the ωB97M-V functional and the def2-TZVPD basis) on a gas-phase ion, C3H6IN2 (charge +1) at a distorted geometry.

Structure (XYZ):
```
12
Properties=species:S:1:pos:R:3:nbo_charge:R:1
N -0.8100 -0.1541 -1.2324 -0.81
C -0.3554 0.4305 -0.0189 -0.01
C 0.9656 -0.1396 -0.2827 0.30
N 1.2258 -1.2681 0.2782 -0.62
C -0.8671 1.2284 0.9180 -0.29
I 0.0671 1.7389 2.7923 0.24
H -1.7819 -0.5003 -1.1440 0.42
H -0.6991 0.2119 -2.1445 0.42
H 1.5484 0.4513 -0.8780 0.24
H 0.5106 -1.7095 0.8554 0.44
H 2.0732 -1.7969 0.0406 0.44
H -1.8770 1.5076 0.8158 0.24
```

Summary:
SMILES: N/C(C=[NH2+])=C/I
Charge: +1
LUMO level, eV: -4.39
Spin multiplicity: 1
HOMO, eV: -13.1589
Kohn-Sham gap, eV: 8.770

***

6.
ORCA calculation (the ωB97M-V functional and the def2-TZVPD basis) on a molecular structure, C3H6IN2O at a distorted geometry.

Structure (XYZ):
```
13
Properties=species:S:1:pos:R:3:nbo_charge:R:1
C 0.1555 -0.5546 0.9591 0.09
C 0.7488 0.6408 -1.1222 -0.03
C -1.3660 1.0639 -0.0358 -0.43
N -0.0625 0.3213 -0.0699 -0.36
N 0.8242 -1.6809 0.6889 -0.02
O 1.2955 -2.0269 -0.4315 -0.44
I 2.7200 0.1290 -1.3943 0.52
H -0.3409 -0.4349 1.9825 0.26
H 0.0284 1.1974 -1.8025 0.25
H -1.5310 1.8321 0.7767 0.26
H -1.5713 1.4810 -1.0150 0.23
H -2.1435 0.2426 0.0474 0.24
H 1.2426 -2.2107 1.4167 0.41
```

Summary:
Charge: +1
LUMO level (alpha / beta), eV: -5.59 / -5.59
Spin multiplicity: 1
HOMO (alpha / beta), eV: -13.5889 / -13.5928
Kohn-Sham gap (alpha / beta), eV: 7.999 / 8.005

***

7.
ORCA calculation (the ωB97M-V functional and the def2-TZVPD basis) on a gas-phase ion, C3H6IN2O (charge +1) at a distorted geometry.

Structure (XYZ):
```
13
Properties=species:S:1:pos:R:3:nbo_charge:R:1
C -0.8622 0.9989 -1.0262 -0.42
N -0.4457 0.1698 0.0752 -0.33
C 0.4601 -0.8679 -0.4182 0.00
N 1.6424 -1.2699 0.1601 0.05
O 2.3129 -0.8322 1.0666 -0.36
C -0.7267 0.6145 1.2830 0.04
I -0.0983 -0.3392 2.9835 0.43
H -1.9087 0.7639 -1.4344 0.24
H -0.8877 2.0355 -0.7523 0.24
H -0.2618 0.7229 -1.7816 0.23
H -0.0324 -1.5761 -1.0839 0.24
H 2.0799 -1.9583 -0.3867 0.39
H -1.2718 1.5381 1.3149 0.24
```

Summary:
SMILES: C[N+](/C=[NH+]\[O-])=C/I
Charge: +1
LUMO level, eV: -5.43
Spin multiplicity: 1
HOMO, eV: -13.9049
Kohn-Sham gap, eV: 8.472

***

8.
ORCA calculation (the ωB97M-V functional and the def2-TZVPD basis) on 2 unconnected molecules or ions with the total composition C3H6IN2O at a distorted geometry.

Structure (XYZ):
```
13
Properties=species:S:1:pos:R:3:nbo_charge:R:1
C 0.2274 -1.4657 -0.3205 0.58
C -0.1118 -0.1209 1.3449 -0.36
C 0.8740 -0.1473 0.2410 0.04
N -0.5686 -1.4363 0.7451 -0.55
N -0.3270 1.5536 -1.2863 -0.99
O 0.3950 -2.0778 -1.3151 -0.47
I 2.7724 0.4330 0.1118 0.62
H 0.4518 -0.3882 2.2691 0.26
H -0.6232 0.8323 1.5545 0.28
H -1.2060 -2.0983 1.0144 0.43
H -0.4493 2.5476 -1.2103 0.40
H -1.1775 0.9983 -0.8980 0.38
H -0.2572 1.3697 -2.2506 0.39
```

Summary:
Charge: +1
LUMO level, eV: -6.74
Spin multiplicity: 1
HOMO, eV: -14.6067
Kohn-Sham gap, eV: 7.867

***

M (g mol⁻¹)
107.1; 306.7; 325.9; 436.8; 197.0; 213.0; 213.0; 213.0
Energy above the lowest of the compared OMol25 structures with the same formula, charge and spin (eV)
4.640; 0.350; 2.974; 0.000; 1.826; 4.131; 4.248; 3.339
Total energy (Eh)
-422.8617; -572.1321; -842.8789; -1065.6882; -524.7909; -599.9540; -599.9497; -599.9831